[1]
# C15H15N2O2

A gas-phase ion, C15H15N2O2 (charge +1) in a non-equilibrium geometry (ωB97M-V/def2-TZVPD, the OMol25 dataset).

Structure (XYZ):
```
34
Properties=species:S:1:pos:R:3:mulliken_charge:R:1
C -6.43814 -1.00401 -0.31292 -1.438
C -5.01290 -0.58688 -0.21402 0.959
C -4.43691 0.22784 -1.18880 -0.571
C -3.12556 0.62969 -1.08568 -0.733
C -2.33492 0.22130 0.00080 0.425
C -2.91259 -0.59415 0.98374 -0.435
C -4.22859 -0.98281 0.87132 -1.007
H -4.66506 -1.60725 1.63628 0.376
H -2.34761 -0.91551 1.84480 0.344
C -0.96621 0.69399 0.04022 1.288
O -0.47547 1.49613 -0.72123 -0.616
C -0.05213 0.12727 1.18444 -1.386
N 1.29988 0.46980 0.85306 0.230
C 2.17342 -0.46528 0.46986 0.173
C 3.41703 -0.13965 -0.03964 0.188
C 3.75526 1.20852 -0.16287 -0.282
C 2.83537 2.16433 0.23856 -0.906
C 1.60715 1.77168 0.73599 0.126
H 0.88286 2.49392 1.07818 0.430
H 3.06246 3.21570 0.16470 0.430
H 4.71985 1.51417 -0.53666 0.375
C 4.31715 -1.31673 -0.36078 0.414
O 4.09554 -2.38809 0.15197 -0.581
N 5.32967 -1.07705 -1.20777 -0.354
H 5.45261 -0.21354 -1.70514 0.172
H 5.93244 -1.85035 -1.44399 0.245
H 1.90667 -1.50845 0.57773 0.424
H -0.16108 -0.95299 1.26913 0.426
H -0.35957 0.60826 2.11665 0.397
H -2.67858 1.26074 -1.83861 0.441
H -5.02926 0.54667 -2.03289 0.389
H -6.75719 -1.06768 -1.34993 0.381
H -6.60323 -1.96059 0.17610 0.384
H -7.06760 -0.26388 0.18318 0.293
```

- Molar mass: 255.3 g/mol
- SMILES: Cc1ccc(C(=O)C[n+]2cccc(C(N)=O)c2)cc1
- E_HOMO: -12.2499 eV
- Net charge: +1

[2]
# C15H27AuN3PS2

A molecular structure, C15H27AuN3PS2 in a non-equilibrium geometry (ωB97M-V/def2-TZVPD, the OMol25 dataset).

Structure (XYZ):
```
49
Properties=species:S:1:pos:R:3:mulliken_charge:R:1
Au 0.23950 -0.29250 -0.08840 1.154
N -0.14620 -0.30440 2.24100 -0.478
C -1.35260 -1.09560 2.51070 -0.583
C -1.36100 -2.31890 1.60470 -0.648
N -1.44100 -1.88830 0.19960 -0.632
H 0.66350 -0.75480 2.65500 0.287
H -0.21900 0.62420 2.64340 0.188
H -2.23020 -0.48040 2.30180 0.339
H -1.39840 -1.42010 3.55260 0.432
H -2.19110 -2.97280 1.88330 0.433
H -0.42900 -2.87430 1.73220 0.365
H -2.35050 -1.46940 0.01820 0.279
H -1.36170 -2.69720 -0.41230 0.253
S -0.19630 0.50390 -2.52140 -0.193
C -1.12910 1.68780 -1.77870 0.359
N -1.22000 1.76730 -0.47310 -0.111
C -1.99660 2.79140 -0.07770 -0.347
C -2.27290 3.15090 1.24950 -0.325
C -3.06140 4.24740 1.48810 -0.695
C -3.60780 4.99740 0.42400 -0.522
C -3.36410 4.66550 -0.89090 -0.556
C -2.55420 3.56540 -1.15540 0.921
S -2.04730 2.92520 -2.67120 -0.150
H -1.85200 2.55820 2.04760 0.261
H -3.26920 4.54730 2.50460 0.420
H -4.23130 5.84700 0.65530 0.407
H -3.78540 5.24240 -1.69880 0.422
C 3.24330 -1.12110 -2.42850 -1.203
C 3.50980 0.10820 -1.56620 -0.544
P 2.60680 0.07000 0.02850 0.420
C 3.27610 -1.35450 0.97980 -0.441
C 4.74810 -1.22740 1.35700 -1.318
C 2.97930 1.62250 0.94910 -0.422
C 4.32490 2.26850 0.62490 -1.321
H 3.77880 -1.02080 -3.36990 0.391
H 2.18040 -1.21690 -2.64900 0.233
H 3.58740 -2.03630 -1.95170 0.328
H 3.20690 1.01890 -2.09250 0.441
H 4.57560 0.19020 -1.32390 0.510
H 3.10990 -2.23950 0.35910 0.397
H 2.66190 -1.46130 1.87930 0.294
H 5.37910 -1.15000 0.47590 0.342
H 5.05220 -2.11640 1.90570 0.407
H 4.92330 -0.36860 2.00050 0.323
H 2.91410 1.37210 2.01280 0.409
H 2.17000 2.32330 0.71940 0.396
H 5.15850 1.59850 0.81670 0.323
H 4.45610 3.14770 1.25310 0.407
H 4.36830 2.59290 -0.41160 0.344
```

- Molar mass: 541.5 g/mol
- Energy above the lowest of the compared OMol25 structures with the same formula, charge and spin: 174.0 kJ/mol
- E_HOMO (alpha / beta): -13.6821 / -13.6883 eV
- Net charge: +2

[3]
# C4H2OS

A single C4H2OS molecule in a non-equilibrium geometry (ωB97M-V/def2-TZVPD, the OMol25 dataset).

Structure (XYZ):
```
8
Properties=species:S:1:pos:R:3:mulliken_charge:R:1
C 0.31657 0.81136 0.04458 -0.268
C 0.63429 -0.55698 -0.02606 -0.118
C 1.53779 1.44726 -0.08079 -0.464
C 2.64384 0.41559 0.05237 0.399
O 1.92400 -0.75803 -0.00932 -0.214
S 4.33858 -0.04165 -0.00813 -0.171
H -0.53238 1.43800 0.23339 0.412
H 0.19186 -1.49100 -0.26120 0.424
```

- Molar mass: 98.1 g/mol
- Energy above the lowest of the compared OMol25 structures with the same formula, charge and spin: 252.4 kJ/mol
- E_HOMO (alpha / beta): -8.5661 / -8.5692 eV

[4]
# C3H3N2O2

A molecular structure, C3H3N2O2 in a non-equilibrium geometry (ωB97M-V/def2-TZVPD, the OMol25 dataset).

Structure (XYZ):
```
10
Properties=species:S:1:pos:R:3:mulliken_charge:R:1
C 1.00113 1.13055 2.31014 -0.057
C 0.41335 0.64324 1.36415 -0.612
C -0.60651 -0.57434 0.16857 -0.364
N 0.05764 -1.11891 -0.88128 -0.684
N 0.06139 -0.35028 -1.94880 1.107
O -0.34310 0.82121 -1.93004 -0.682
O 0.47693 -0.96685 -2.94049 -0.699
H 1.40583 1.71463 3.11342 0.357
H -1.42308 0.06155 -0.02721 0.303
H -1.04358 -1.36079 0.77154 0.332
```

- Molar mass: 99.1 g/mol
- Energy above the lowest of the compared OMol25 structures with the same formula, charge and spin: 652.5 kJ/mol
- E_HOMO: -4.5791 eV
- Net charge: -1

> Look up the molar mass of the first one.

255.3 g/mol